30
Properties=species:S:1:pos:R:3:forces:R:3 method="wB97M-V/def2-TZVPD" lumo_ev="-8.4 / -9.6" de_lowest_ev=0.000 total_charge=+2 homo_energy_ev="-15.67 / -15.66" spin_multiplicity=5
Ni -1.3401 16.6665 22.0402 -0.7 2.0 -1.3
Ni 1.2633 18.9007 17.9616 -0.1 -1.0 2.5
C -0.5438 17.6395 19.9056 -1.1 0.5 1.5
O -1.7828 17.6555 20.2693 0.0 -1.1 -0.3
O 0.2225 17.4816 20.9267 1.4 -1.1 0.1
O -0.1672 17.7643 18.7049 0.5 0.9 -0.9
O 2.2601 19.1225 21.7959 -0.3 0.1 -0.1
H 1.4473 18.6130 21.6362 -0.1 -0.5 0.4
H 2.1330 19.5785 22.6383 0.2 0.0 0.0
O -3.3261 16.3530 22.4673 0.0 -0.4 -0.1
H -3.8025 15.7593 23.0698 0.2 0.0 -0.1
H -3.9857 16.6438 21.8106 0.3 0.0 0.1
O -3.4790 17.3163 18.0619 0.7 0.0 0.2
H -2.9020 17.4384 17.2930 -0.7 0.0 -0.1
H -2.8699 17.4001 18.8135 -0.4 0.0 -0.3
O -3.7587 19.5626 21.1037 0.4 -0.2 0.4
H -3.1684 18.8880 20.7411 -0.2 0.4 -0.3
H -3.5249 20.3802 20.6496 -0.2 -0.1 -0.1
O -1.3400 18.2822 23.2600 0.2 0.0 0.8
H -1.6209 19.1974 23.0888 -0.2 -0.3 -0.4
H -1.5016 18.1354 24.2071 0.0 0.1 -0.2
O 2.5834 17.5287 18.8002 0.2 0.3 -0.2
H 3.4785 17.7118 19.1357 -0.2 0.1 -0.2
H 2.2069 16.8590 19.3983 -0.2 0.2 -0.2
O -1.6652 16.9714 15.7380 0.6 0.0 0.3
H -1.3586 16.6957 16.6122 0.0 -0.2 -0.2
H -1.3758 16.2584 15.1526 -0.2 0.1 -0.1
O 1.6048 20.1406 19.5805 -0.4 0.4 -1.5
H 1.8930 19.7880 20.4687 0.5 -0.2 0.4
H 1.5552 21.1047 19.6854 -0.1 -0.2 -0.4